# 1
CH2ClNO2S | wB97M-V/def2-TZVPD

Summary:
Relative energy (zero: lowest compared OMol25 entry of this formula, charge and spin) (eV): 0.5540
SMILES string: NC(=O)OSCl
Gap between HOMO and LUMO (eV): 9.433

ORCA input file:
```
! wB97M-V def2-TZVPD RIJCOSX def2/J DEFGRID3
* xyz 0 1
C 0.2568 -0.2339 -0.2754
N 1.5260 0.1828 0.0186
O -0.2145 -0.5516 -1.3396
O -0.4636 -0.2816 0.8723
S -2.2359 -0.4542 0.7285
Cl -2.6444 1.0930 -0.4153
H 2.3128 -0.0949 -0.6060
H 1.4630 0.3403 1.0169
*
```


# 2
C28H23N5O2Tl | wB97M-V/def2-TZVPD

Summary:
Relative energy (zero: lowest compared OMol25 entry of this formula, charge and spin) (eV): 0.4872
Gap between HOMO and LUMO (alpha / beta) (eV): 7.115 / 4.540

ORCA input file:
```
! wB97M-V def2-TZVPD RIJCOSX def2/J DEFGRID3
* xyz 1 1
Tl 0.9916 -0.9333 1.2451
C -1.8936 3.4850 -6.3311
O -3.1697 3.6419 -5.7287
C -3.2414 3.9895 -4.4386
C -4.5275 4.2237 -3.9280
C -4.6981 4.6060 -2.6236
C -3.5895 4.7263 -1.7658
C -2.2994 4.5115 -2.2868
C -2.1286 4.1394 -3.6009
N -3.8338 5.0921 -0.4653
N -3.0159 5.0235 0.4778
C -2.1884 4.0785 0.8704
C -1.0579 4.4547 1.6646
C 0.0311 3.6596 1.7218
C 0.0902 2.3867 1.0251
O 1.1467 1.7796 0.8644
C -1.2062 1.8477 0.5261
N -1.2492 0.5664 0.1420
C -2.3907 0.0643 -0.2929
C -3.5738 0.7995 -0.3421
C -3.5466 2.1155 0.0611
C -2.3372 2.6754 0.4806
H -2.0884 3.2732 -7.3776
H -1.3451 2.6496 -5.8902
H -1.3058 4.4011 -6.2474
H -5.3692 4.1133 -4.5984
H -5.6827 4.8050 -2.2217
H -1.4305 4.6689 -1.6618
H -1.1306 3.9644 -3.9771
H -1.0714 5.4322 2.1299
H 0.9330 3.9714 2.2309
H -2.3694 -0.9738 -0.6062
H -4.4907 0.3403 -0.6834
H -4.4515 2.7077 0.0730
C 1.3810 -4.7738 2.9432
N 1.5673 -3.9586 1.7537
C 2.3671 -4.3778 0.8512
C 2.6376 -3.6588 -0.3566
C 3.4330 -4.1799 -1.4345
C 3.4308 -3.2333 -2.4030
C 2.6382 -2.1445 -1.8832
N 2.1697 -2.3818 -0.6748
C 2.6102 -4.7672 3.8388
C 3.1268 -5.9631 4.3205
C 4.2410 -5.9650 5.1484
C 4.8543 -4.7715 5.4929
C 4.3426 -3.5726 5.0169
C 3.2274 -3.5710 4.1953
H 1.1573 -5.8082 2.6656
H 0.5245 -4.3722 3.4874
H 2.8756 -5.3415 0.9539
H 3.9108 -5.1464 -1.4533
H 3.9203 -3.2547 -3.3630
H 2.4255 -1.2067 -2.3776
H 2.6478 -6.8983 4.0556
H 4.6274 -6.9025 5.5259
H 5.7336 -4.7739 6.1230
H 4.8078 -2.6348 5.2916
H 2.8327 -2.6288 3.8368
*
```